Entry 1:
# C3H6F2OP2

A 2-piece molecular cluster, C3H6F2OP2 overall in a non-equilibrium geometry (the ωB97M-V functional and the def2-TZVPD basis, OMol25).

Its energy above the lowest of the compared OMol25 structures with the same formula, charge and spin is 1.5085 eV. For the HOMO-LUMO gap, the calculation gives 9.0 eV.

Each line ends with the natural charge from an NBO analysis.
Geometry (Å):
P 1.92 -1.30 0.53  0.299
P -1.87 -0.93 1.36  0.234
F -2.43 1.69 -0.08  -0.557
F 1.41 1.96 0.64  -0.353
O -0.18 -0.92 -1.00  -0.455
C 0.98 1.30 -0.48  0.026
C 0.65 -0.13 -0.12  -0.138
C -0.73 -0.47 0.16  0.013
H 0.03 1.89 -0.79  0.206
H -2.68 -1.75 0.41  -0.005
H 0.89 -2.29 0.56  0.000
H -2.30 1.49 0.77  0.557
H 2.52 -1.77 -0.78  -0.002
H 1.79 1.24 -1.17  0.176


Entry 2:
# C17H14F3N5

One molecule with the formula C17H14F3N5 in a non-equilibrium geometry (the ωB97M-V functional and the def2-TZVPD basis, OMol25).

Its energy above the lowest of the compared OMol25 structures with the same formula, charge and spin is 0.4815 eV. For the HOMO-LUMO gap, the calculation gives 8.6 eV.

Each line ends with the natural charge from an NBO analysis.
Geometry (Å):
F 0.18 -4.81 0.10  -0.292
F 1.28 -3.45 -1.42  -0.324
F 1.85 -3.44 0.55  -0.333
N -3.01 0.13 1.11  -0.578
N -1.23 -0.46 -0.14  -0.474
N 1.13 0.38 -3.25  -0.447
N -1.97 -1.83 1.55  -0.476
N 0.66 -0.94 -1.46  -0.426
C 0.73 -3.63 -0.16  0.994
C -1.45 2.31 0.92  -0.395
C -0.23 -1.31 -0.38  0.464
C -0.21 -2.50 0.22  -0.291
C -3.65 2.64 1.18  -0.402
C 4.58 -0.28 -0.96  -0.213
C -1.04 -2.68 1.21  0.130
C 2.09 -0.57 -1.40  0.182
C -2.37 3.15 1.86  -0.203
C 2.32 0.19 -2.58  0.068
C 3.23 -0.76 -0.55  -0.261
C -2.06 -0.75 0.80  0.566
C 3.53 0.66 -2.85  -0.216
C -2.39 2.07 2.87  -0.410
C 0.23 -0.33 -2.60  0.259
C -2.56 1.48 1.44  0.149
C 4.66 0.37 -2.17  -0.214
H -3.72 2.72 0.05  0.208
H 3.18 -1.38 0.36  0.224
H -0.46 2.07 1.26  0.212
H -0.77 -0.41 -2.95  0.210
H 5.64 0.76 -2.45  0.216
H -1.36 2.82 -0.15  0.222
H -4.58 2.68 1.72  0.209
H -2.12 4.18 2.08  0.201
H 3.63 1.25 -3.84  0.221
H 5.52 -0.45 -0.40  0.225
H -3.33 2.01 3.41  0.194
H -3.51 -0.30 1.85  0.391
H -0.91 -3.56 1.72  0.199
H -1.53 1.97 3.48  0.210


Entry 3:
# H10O5

A 5-piece molecular cluster, H10O5 overall in a non-equilibrium geometry (the ωB97M-V functional and the def2-TZVPD basis, OMol25).

Its energy above the lowest of the compared OMol25 structures with the same formula, charge and spin is 1.4739 eV. For the HOMO-LUMO gap, the calculation gives 10.8 eV.

Each line ends with the natural charge from an NBO analysis.
Geometry (Å):
O -1.47 1.77 -1.03  -0.926
O -1.25 -1.02 -2.50  -0.989
O 2.83 -0.86 1.74  -0.929
O 0.06 -0.50 0.11  -0.972
O -0.37 1.51 2.05  -0.950
H -0.15 0.85 1.39  0.491
H 2.44 -0.40 2.52  0.469
H 0.91 -0.89 -0.01  0.491
H -0.68 -1.00 -3.29  0.501
H -0.49 -0.88 -0.55  0.490
H -1.37 0.90 -0.74  0.467
H 0.22 1.38 2.73  0.446
H -1.69 1.72 -1.96  0.457
H 3.22 -1.56 2.14  0.460
H -2.19 -1.03 -2.62  0.494


Entry 4:
# C14H17N3O2S

One molecule with the formula C14H17N3O2S in a non-equilibrium geometry (the ωB97M-V functional and the def2-TZVPD basis, OMol25).

Its energy above the lowest of the compared OMol25 structures with the same formula, charge and spin is 16.1273 eV. For the HOMO-LUMO gap, the calculation gives 8.8 eV.

Each line ends with the natural charge from an NBO analysis.
Geometry (Å):
S 0.45 -0.60 0.30  0.258
O 0.65 3.30 -5.18  -0.475
O 1.15 -2.23 1.89  -0.572
N -0.89 -1.61 2.37  -0.483
N -2.01 -0.36 0.88  -0.343
N -1.87 0.43 -0.21  -0.310
C 1.03 -3.14 6.43  -0.555
C -0.14 1.24 -1.87  -0.065
C 1.91 3.52 -5.76  -0.271
C 0.89 -2.41 5.22  -0.382
C -0.75 0.46 -0.61  0.135
C -1.00 2.63 -3.67  -0.251
C 1.03 1.13 -2.49  -0.213
C -1.31 2.16 -2.46  -0.190
C 1.09 1.81 -3.50  -0.269
C 0.35 -2.35 2.69  0.742
C -1.01 -0.67 1.31  0.293
C 0.42 2.68 -4.08  0.315
C 0.55 -3.29 4.00  -0.459
C -2.20 -1.88 3.19  -0.302
H -1.73 3.43 -4.09  0.217
H 2.71 3.99 -5.13  0.196
H 0.24 -1.53 5.29  0.201
H 2.38 2.00 -3.81  0.154
H -2.45 2.09 -2.00  0.267
H -1.86 -1.54 4.21  0.182
H 1.68 -3.95 6.18  0.191
H 1.76 4.02 -6.75  0.211
H 1.83 0.35 -1.99  0.234
H 1.32 -2.73 7.12  0.182
H -2.62 -1.29 2.79  0.154
H 0.26 -3.65 6.64  0.198
H -2.41 -2.88 3.13  0.193
H 1.18 -4.02 3.60  0.231
H 2.26 2.45 -6.11  0.179
H -0.38 -3.73 4.07  0.200
H 1.75 -1.87 4.84  0.209


Repeat the first record exactly.
# C3H6F2OP2

A 2-piece molecular cluster, C3H6F2OP2 overall in a non-equilibrium geometry (the ωB97M-V functional and the def2-TZVPD basis, OMol25).

Its energy above the lowest of the compared OMol25 structures with the same formula, charge and spin is 1.5085 eV. For the HOMO-LUMO gap, the calculation gives 9.0 eV.

Each line ends with the natural charge from an NBO analysis.
Geometry (Å):
P 1.92 -1.30 0.53  0.299
P -1.87 -0.93 1.36  0.234
F -2.43 1.69 -0.08  -0.557
F 1.41 1.96 0.64  -0.353
O -0.18 -0.92 -1.00  -0.455
C 0.98 1.30 -0.48  0.026
C 0.65 -0.13 -0.12  -0.138
C -0.73 -0.47 0.16  0.013
H 0.03 1.89 -0.79  0.206
H -2.68 -1.75 0.41  -0.005
H 0.89 -2.29 0.56  0.000
H -2.30 1.49 0.77  0.557
H 2.52 -1.77 -0.78  -0.002
H 1.79 1.24 -1.17  0.176